C26H43CeN3O3P | ωB97M-V/def2-TZVPD

The geometry in ORCA input format:
```
! wB97M-V def2-TZVPD RIJCOSX def2/J DEFGRID3
* xyz 2 2
C -1.244 2.253 0.260
N -1.657 1.062 0.721
C -2.755 0.949 1.493
C -3.601 2.040 1.702
C -3.248 3.264 1.132
C -2.042 3.385 0.440
Ce -0.158 -0.750 0.068
C 2.744 -1.243 -0.066
O 3.689 -1.790 0.293
C -2.973 -0.413 2.100
N -2.380 -1.545 1.297
C -3.396 -2.056 0.315
C -3.726 -1.107 -0.821
C -0.039 2.116 -0.658
P 1.717 1.559 -0.241
C 2.441 2.671 1.068
C 3.023 3.949 0.457
C 2.535 1.655 -1.948
C 4.025 1.299 -1.782
C 1.855 0.607 -2.855
C 2.389 3.022 -2.628
C 1.346 3.056 2.073
C 3.531 1.850 1.788
C -1.883 -2.690 2.141
C -2.394 -2.730 3.575
H -4.506 1.897 2.292
H -3.916 4.122 1.220
H -1.743 4.313 -0.048
H 0.003 2.946 -1.386
H 2.419 0.563 -3.799
H 1.848 -0.406 -2.427
H 0.827 0.899 -3.117
H 2.879 2.951 -3.610
H 1.342 3.291 -2.814
H 2.877 3.841 -2.087
H 4.476 1.231 -2.782
H 4.590 2.063 -1.231
H 4.164 0.331 -1.286
H 3.388 4.585 1.279
H 3.883 3.759 -0.198
H 2.259 4.527 -0.083
H 0.591 3.708 1.615
H 0.855 2.165 2.484
H 1.813 3.610 2.903
H 4.345 1.555 1.112
H 3.972 2.469 2.584
H 3.102 0.949 2.245
H -2.527 -0.401 3.105
H -4.054 -0.581 2.235
H -2.997 -2.996 -0.093
H -4.309 -2.306 0.885
H -0.776 -2.648 2.139
H -2.143 -3.619 1.616
H -3.466 -2.512 3.631
H -2.240 -3.739 3.976
H -1.840 -2.036 4.218
H -4.454 -1.619 -1.461
H -4.190 -0.177 -0.476
H -2.864 -0.866 -1.462
C 0.798 -0.320 3.384
H -0.184 -0.538 3.839
H 1.179 0.619 3.813
H 1.495 -1.130 3.663
O 0.675 -0.201 1.968
H -0.292 1.130 -1.232
O -0.135 -2.423 -1.195
N -0.260 -3.390 -2.151
C 0.354 -4.584 -1.946
C 0.195 -5.579 -2.898
C -0.585 -5.334 -4.032
C -1.209 -4.096 -4.192
C -1.039 -3.111 -3.230
H 0.943 -4.700 -1.032
H 0.692 -6.533 -2.731
H -0.718 -6.100 -4.791
H -1.829 -3.873 -5.059
H -1.492 -2.116 -3.280
*
```

Computed properties:
ΔE to the lowest compared entry with this formula, charge and spin (kcal per mole): 25.1
Kohn-Sham gap (spin up / spin down) (eV): 7.22 / 7.24